{
  "formula": "C2H3NOS",
  "method": "ωB97M-V/def2-TZVPD",
  "smiles": "C=NOC=S",
  "relative_energy_kj_mol": 341.9,
  "total_energy_ev": -16491.6544,
  "species": ["C", "N", "O", "C", "S", "H", "H", "H"],
  "xyz": [[-0.169, 1.640, -0.186], [0.496, 0.563, -0.071], [-0.311, -0.446, 0.402], [0.075, -1.758, 0.056], [1.393, -2.042, -0.531], [0.295, 2.659, -0.528], [-1.121, 1.861, 0.260], [-0.658, -2.477, 0.597]]
}

***

{
  "formula": "C3H3ClN2S",
  "method": "ωB97M-V/def2-TZVPD",
  "relative_energy_kj_mol": 421.3,
  "total_energy_ev": -29492.9533,
  "species": ["C", "C", "C", "N", "N", "S", "Cl", "H", "H", "H"],
  "xyz": [[0.836, 1.350, 0.077], [1.908, 0.537, 0.207], [-0.523, 0.898, 0.295], [0.149, -1.328, 0.555], [-0.615, -0.441, 0.607], [-1.905, 1.786, -0.030], [3.502, 0.868, -0.134], [0.820, 2.459, -0.051], [2.024, -0.490, 0.512], [-1.667, -0.504, 0.941]]
}

***

{
  "formula": "C5H11O2",
  "method": "ωB97M-V/def2-TZVPD",
  "relative_energy_kj_mol": 42.4,
  "charge": -1,
  "total_energy_ev": -9459.5900,
  "species": ["C", "C", "C", "H", "H", "H", "H", "H", "H", "H", "H", "C", "C", "O", "O", "H", "H", "H"],
  "xyz": [[0.020, -0.564, -0.895], [1.502, -0.930, -0.766], [-0.764, -1.337, -1.976], [-0.118, 0.494, -1.090], [-0.452, -0.712, 0.077], [2.023, -0.033, -0.425], [1.656, -1.734, -0.057], [-1.328, -0.665, -2.627], [1.930, -1.149, -1.750], [-1.524, -1.969, -1.512], [-0.101, -1.937, -2.595], [-0.314, 1.857, 1.359], [-0.458, 1.015, 2.670], [-1.508, 1.177, 3.316], [0.515, 0.256, 2.920], [0.627, 1.710, 0.847], [-0.474, 2.891, 1.692], [-1.233, 1.630, 0.809]]
}

***

{
  "formula": "C11H21BN2O5",
  "method": "ωB97M-V/def2-TZVPD",
  "smiles": "CCOB(O)OC(=O)O.CCCC#N.CCCC#N",
  "total_energy_ev": -25645.0806,
  "species": ["C", "C", "O", "B", "O", "O", "C", "O", "O", "H", "H", "H", "H", "H", "H", "H", "C", "C", "C", "C", "N", "H", "H", "H", "H", "H", "H", "H", "C", "C", "C", "C", "N", "H", "H", "H", "H", "H", "H", "H"],
  "xyz": [[0.680, -2.152, -3.703], [2.171, -2.055, -3.454], [2.511, -2.002, -2.063], [1.979, -3.016, -1.323], [2.242, -4.343, -1.615], [1.195, -2.760, -0.215], [0.940, -1.446, 0.066], [-0.111, -0.903, -0.216], [1.942, -0.821, 0.694], [0.315, -3.172, -3.695], [0.469, -1.766, -4.693], [0.112, -1.557, -2.999], [2.543, -1.141, -3.888], [2.681, -2.889, -3.921], [1.455, -4.759, -1.966], [2.485, -1.457, 1.174], [-2.541, 1.166, -0.391], [-3.266, 2.434, -0.826], [-4.205, 2.202, -2.015], [-3.469, 1.722, -3.187], [-2.887, 1.358, -4.101], [-1.900, 0.779, -1.181], [-1.905, 1.362, 0.471], [-3.249, 0.382, -0.116], [-2.535, 3.201, -1.089], [-3.854, 2.827, 0.006], [-4.716, 3.124, -2.290], [-4.964, 1.461, -1.762], [2.134, 2.289, 3.700], [0.734, 1.703, 3.841], [0.707, 0.408, 4.661], [1.523, -0.626, 4.028], [2.136, -1.430, 3.496], [2.797, 1.607, 3.167], [2.102, 3.221, 3.137], [2.573, 2.499, 4.677], [0.319, 1.510, 2.850], [0.081, 2.430, 4.326], [-0.311, 0.030, 4.748], [1.089, 0.579, 5.668]]
}

***

{
  "formula": "C4H9O3Y",
  "method": "ωB97M-V/def2-TZVPD",
  "charge": 2,
  "total_energy_ev": -11459.1062,
  "species": ["O", "C", "C", "C", "C", "O", "H", "H", "H", "H", "H", "H", "H", "H", "Y", "O", "H"],
  "xyz": [[-0.383, -1.517, 0.646], [0.283, -0.271, 0.596], [0.090, 0.385, -0.759], [0.988, 1.608, -0.952], [0.651, 2.760, -0.049], [1.474, 3.466, 0.488], [-1.605, -1.941, 0.192], [1.359, -0.399, 0.805], [-0.118, 0.373, 1.397], [-0.969, 0.667, -0.872], [0.328, -0.338, -1.554], [2.052, 1.360, -0.842], [-0.433, 3.016, 0.015], [0.841, 1.987, -1.978], [0.005, -3.661, 1.543], [-1.889, -3.497, 0.550], [-2.674, -3.999, 0.776]]
}

***

{
  "formula": "C7H15N4O2",
  "method": "ωB97M-V/def2-TZVPD",
  "relative_energy_kj_mol": 322.3,
  "charge": 1,
  "total_energy_ev": -17548.6256,
  "species": ["N", "C", "C", "N", "C", "N", "N", "H", "H", "H", "H", "H", "H", "H", "H", "H", "O", "C", "O", "C", "C", "C", "H", "H", "H", "H", "H", "H"],
  "xyz": [[-0.769, -1.707, 0.391], [0.261, -1.134, 1.117], [1.493, -0.242, 0.423], [2.621, -0.246, 1.360], [3.969, -0.581, 0.891], [5.191, -0.026, 1.648], [4.280, -1.428, -0.182], [-1.415, -2.216, 1.064], [0.247, -1.339, 2.292], [1.013, 0.784, 0.127], [1.747, -0.809, -0.592], [2.480, 0.061, 2.324], [5.687, -0.809, 2.147], [4.857, 0.708, 2.332], [3.555, -2.121, -0.531], [5.230, -1.436, -0.634], [-3.314, 3.658, -0.901], [-3.320, 2.438, -0.906], [-3.334, 1.663, 0.218], [-3.226, 0.291, -0.157], [-3.693, 0.232, -1.589], [-3.267, 1.574, -2.130], [-2.182, -0.021, -0.047], [-3.850, -0.322, 0.500], [-3.278, -0.614, -2.142], [-4.786, 0.154, -1.620], [-2.241, 1.553, -2.508], [-3.956, 1.934, -2.897]]
}